{"formula": "C26H53N11PtS", "method": "ωB97M-V/def2-TZVPD", "max_force_ev_per_a": 1.74, "energy_ha": -2141.7992, "de_lowest_ev": 1.946, "charge": 2, "orbital_gap_ev": [6.452, 6.460], "symbols": ["Pt", "C", "N", "C", "C", "N", "C", "C", "N", "C", "C", "N", "C", "N", "C", "C", "N", "C", "C", "C", "C", "N", "C", "N", "C", "C", "N", "C", "C", "N", "C", "C", "H", "H", "H", "H", "H", "H", "H", "H", "H", "H", "H", "H", "H", "H", "H", "H", "H", "H", "H", "H", "H", "H", "H", "H", "H", "H", "H", "H", "H", "H", "H", "H", "H", "H", "H", "H", "H", "H", "H", "H", "H", "H", "H", "H", "H", "H", "H", "H", "S", "C", "N", "C", "C", "C", "C", "H", "H", "H", "H", "H"], "xyz": [[-0.3420, -0.0817, 0.4274], [0.0095, 2.4464, 4.8986], [-0.5667, 1.1138, 4.7315], [-1.1120, 0.5329, 5.9621], [-0.4865, 0.3862, 3.5791], [-0.6344, 0.8935, 2.3734], [-1.0446, 2.3107, 2.2343], [-1.3562, 2.7030, 0.7990], [-0.3414, 2.1675, -0.0987], [1.0107, 2.7186, 0.1154], [1.9054, 1.7676, 0.9105], [1.8359, 0.4015, 0.3855], [2.8856, -0.1919, -0.1227], [2.9116, -1.5472, -0.2780], [3.5230, -2.1533, -1.4599], [2.0008, -2.4132, 0.4525], [4.0434, 0.4551, -0.4741], [5.3596, -0.1117, -0.1877], [4.0679, 1.7117, -1.2037], [-0.7352, 2.1415, -1.5047], [0.0010, 1.0303, -2.2328], [-0.3081, -0.3224, -1.6976], [-0.3755, -1.3180, -2.5649], [-0.7780, -2.5740, -2.2658], [-0.5413, -3.6993, -3.1766], [-1.4649, -2.9738, -1.0464], [-0.0095, -1.1310, -3.8808], [-0.9517, -1.3537, -4.9635], [1.3066, -0.6388, -4.2463], [-0.2489, -0.9543, 3.7886], [-0.6625, -1.9199, 2.8010], [0.9672, -1.3001, 4.5347], [0.4561, 2.4973, 5.8913], [-0.7316, 3.2445, 4.8230], [0.8082, 2.6210, 4.1823], [-1.7917, 1.2550, 6.4145], [-0.3275, 0.3066, 6.6873], [-1.6627, -0.3732, 5.7420], [-0.2651, 2.9779, 2.5924], [-1.9330, 2.5002, 2.8403], [-1.4252, 3.7942, 0.7238], [-2.3185, 2.2893, 0.5097], [0.9633, 3.6811, 0.6332], [1.4547, 2.9060, -0.8602], [1.5593, 1.7316, 1.9406], [2.9155, 2.1704, 0.9283], [4.0286, -1.3999, -2.0581], [2.7495, -2.6207, -2.0785], [4.2466, -2.9194, -1.1774], [0.9871, -2.3870, 0.0525], [1.9712, -2.1271, 1.5011], [2.3743, -3.4347, 0.3831], [5.2630, -1.0016, 0.4254], [5.9541, 0.6224, 0.3605], [5.8994, -0.3645, -1.1046], [3.0705, 1.9768, -1.5413], [4.7021, 1.6013, -2.0868], [4.4757, 2.5307, -0.6057], [-0.5387, 3.0969, -2.0058], [-1.8056, 1.9526, -1.5532], [1.0760, 1.2143, -2.1673], [-0.2800, 1.1045, -3.2818], [0.2068, -3.4537, -3.9218], [-1.4615, -4.0053, -3.6766], [-0.1821, -4.5472, -2.5932], [-1.6344, -2.1334, -0.4010], [-0.8738, -3.7255, -0.5182], [-2.4321, -3.4186, -1.2933], [-1.8890, -1.7516, -4.5741], [-0.5557, -2.0572, -5.7008], [-1.1657, -0.4124, -5.4786], [1.9182, -0.5029, -3.3563], [1.2548, 0.3091, -4.7886], [1.8056, -1.3646, -4.8918], [-1.7482, -1.9988, 2.7529], [-0.2499, -2.8953, 3.0489], [-0.3075, -1.6202, 1.8030], [1.2127, -0.5194, 5.2490], [1.8218, -1.4194, 3.8598], [0.8184, -2.2306, 5.0808], [-2.8716, -0.5235, 0.7762], [-3.9250, 0.2467, -0.3297], [-5.0522, 0.8196, 0.1634], [-5.9981, 1.4426, -0.5862], [-5.8435, 1.5376, -1.9324], [-4.7081, 0.9466, -2.5055], [-3.7722, 0.3111, -1.7244], [-5.1858, 0.7361, 1.1631], [-6.8505, 1.8406, -0.0529], [-6.5853, 2.0442, -2.5354], [-4.5820, 0.9812, -3.5818], [-2.9082, -0.1779, -2.1540]], "atomic_forces_ev_per_a": [[-0.95, 0.30, -0.48], [0.04, -0.13, 0.12], [-0.01, 0.26, -0.01], [0.09, 0.10, -0.12], [0.13, -0.11, 0.04], [0.38, -0.54, -0.48], [-0.20, -0.25, -0.01], [0.18, -0.19, -0.04], [0.13, 1.69, -0.40], [-0.30, -0.11, 0.00], [0.12, -0.14, -0.11], [-0.75, 0.19, 0.19], [0.13, -0.27, 0.03], [-0.13, 0.00, -0.12], [-0.04, 0.06, 0.09], [0.24, -0.02, -0.03], [-0.03, 0.04, -0.03], [-0.08, 0.08, -0.07], [0.04, -0.07, 0.03], [0.13, -0.22, 0.32], [-0.28, -0.18, -0.16], [0.30, 0.20, 0.80], [0.18, -0.25, 0.11], [-0.06, -0.05, 0.02], [0.07, 0.08, 0.12], [0.01, -0.23, -0.25], [0.05, 0.21, -0.06], [0.02, -0.08, -0.01], [-0.09, 0.03, 0.00], [0.03, 0.29, 0.11], [-0.04, -0.23, -0.09], [-0.15, 0.03, 0.04], [0.01, -0.02, 0.02], [0.01, -0.01, 0.00], [0.02, -0.04, 0.03], [0.00, 0.03, -0.01], [0.03, -0.01, 0.00], [-0.02, -0.06, -0.05], [0.03, -0.02, -0.02], [0.02, -0.01, 0.12], [-0.03, 0.10, 0.14], [-0.05, -0.07, -0.11], [-0.03, 0.06, -0.01], [0.02, 0.09, -0.02], [0.04, -0.01, 0.09], [0.11, -0.09, -0.03], [-0.01, -0.01, 0.03], [0.01, -0.01, 0.04], [-0.01, 0.01, 0.01], [-0.06, 0.00, -0.04], [-0.03, 0.05, 0.01], [0.07, 0.02, 0.03], [-0.03, -0.03, 0.01], [-0.02, 0.00, -0.01], [-0.04, -0.01, 0.01], [0.03, -0.02, 0.01], [0.00, -0.01, 0.00], [-0.02, 0.01, 0.01], [0.03, 0.02, -0.08], [-0.06, 0.04, 0.01], [0.00, -0.06, -0.03], [0.04, -0.13, -0.09], [0.00, 0.02, 0.01], [-0.02, 0.03, -0.01], [-0.01, 0.02, 0.05], [0.04, 0.06, 0.02], [0.01, 0.00, -0.01], [0.02, -0.02, -0.05], [0.07, 0.01, -0.01], [-0.02, -0.01, 0.02], [0.01, 0.01, 0.00], [-0.02, -0.01, 0.00], [0.00, 0.04, 0.02], [0.02, -0.05, -0.03], [-0.03, -0.02, 0.12], [-0.03, 0.00, 0.10], [0.04, -0.60, 0.14], [-0.02, 0.00, -0.01], [-0.03, -0.02, -0.03], [-0.03, 0.01, -0.02], [0.63, 0.31, 0.34], [0.09, 0.05, -0.30], [-0.09, -0.02, -0.06], [0.02, -0.09, 0.25], [-0.04, 0.06, -0.17], [0.08, -0.06, -0.05], [0.03, -0.04, -0.14], [-0.03, 0.08, 0.08], [0.06, -0.04, 0.03], [0.05, -0.06, 0.07], [0.03, -0.01, 0.06], [-0.02, 0.08, 0.00]], "lowdin_charge": [0.947, -0.042, -0.139, -0.030, -0.371, -0.043, -0.191, -0.186, -0.269, -0.142, -0.185, 0.004, -0.376, -0.133, -0.036, -0.051, -0.155, -0.033, -0.039, -0.167, -0.187, -0.032, -0.377, -0.111, -0.023, -0.077, -0.202, -0.042, -0.043, -0.148, -0.108, -0.021, 0.101, 0.097, 0.084, 0.099, 0.092, 0.097, 0.085, 0.134, 0.138, 0.084, 0.136, 0.102, 0.089, 0.113, 0.085, 0.087, 0.102, 0.037, 0.075, 0.103, 0.097, 0.100, 0.094, 0.064, 0.102, 0.100, 0.140, 0.099, 0.088, 0.120, 0.089, 0.101, 0.098, -0.059, 0.096, 0.106, 0.094, 0.098, 0.095, 0.075, 0.097, 0.101, 0.060, 0.103, -0.026, 0.085, 0.086, 0.101, 0.750, -0.663, 0.071, -0.029, -0.027, -0.010, -0.074, 0.151, 0.145, 0.126, 0.128, 0.097]}